(1)
Density functional theory data (ωB97M-V/def2-TZVPD) for a cluster of 12 separate species, C14H52N8O12 in total at a distorted geometry.

Last column: Löwdin charge in e.
CARTESIAN COORDINATES (ANGSTROEM)
N 2.622 1.680 -3.663  0.21
C 1.620 2.326 -3.213  -0.65
N 1.876 3.007 -2.123  0.17
O 0.397 2.383 -3.753  -0.06
H 2.365 1.233 -4.522  0.13
H 3.532 1.536 -3.235  0.13
H 1.260 3.758 -1.747  0.17
H 2.649 2.741 -1.595  0.10
N -0.892 2.768 1.853  0.16
C -1.601 3.856 1.830  -0.63
N -2.045 4.187 0.662  0.13
O -1.827 4.606 3.004  -0.16
H -0.366 2.624 2.786  0.11
H -0.376 2.326 1.123  0.06
H -2.745 4.948 0.583  0.15
H -1.787 3.782 -0.316  0.10
N 0.213 1.290 3.769  0.14
C 1.434 1.686 3.732  -0.66
N 1.873 1.808 2.503  0.18
O 2.059 2.108 4.847  -0.09
H -0.235 1.159 4.686  0.15
H -0.083 0.756 3.028  0.04
H 2.827 2.250 2.441  0.15
H 1.448 1.666 1.610  0.04
N -1.864 -0.775 4.308  0.16
C -1.064 -1.464 3.604  -0.66
N -0.700 -2.529 4.195  0.20
O -0.869 -1.131 2.256  -0.13
H -2.230 0.148 3.984  0.16
H -2.003 -1.182 5.290  0.17
H -0.747 -2.672 5.199  0.14
H -0.076 -3.036 3.654  0.10
C -0.323 -2.153 -4.702  -0.09
C -1.766 -1.752 -4.369  -0.30
O -2.566 -1.846 -5.545  -0.06
H 0.308 -1.296 -4.948  0.06
H -0.260 -2.942 -5.483  0.09
H 0.233 -2.645 -3.874  0.05
H -1.864 -0.761 -3.843  0.11
H -2.113 -2.444 -3.619  0.10
H -2.254 -1.273 -6.215  0.06
C -0.090 -0.327 -1.462  -0.03
C 0.910 0.051 -0.337  -0.27
O 0.944 1.417 -0.051  -0.13
H -1.132 -0.040 -1.215  0.08
H -0.054 -1.353 -1.532  0.02
H 0.164 0.120 -2.422  0.07
H 1.958 -0.174 -0.621  0.10
H 0.853 -0.647 0.498  0.08
H 0.961 1.820 -0.937  0.05
C -3.098 0.739 0.591  -0.21
O -3.762 1.930 0.684  -0.11
H -2.049 0.972 0.331  0.06
H -3.530 0.144 -0.230  0.07
H -3.216 -0.015 1.484  0.09
H -3.103 2.632 0.744  0.01
C 2.626 -1.652 2.734  -0.16
O 3.607 -2.646 2.972  -0.11
H 1.787 -1.709 3.455  0.07
H 2.184 -1.873 1.728  0.07
H 3.044 -0.674 2.778  0.05
H 4.330 -2.349 3.502  0.07
C 4.664 -0.459 0.364  -0.18
O 4.281 -0.697 -0.938  -0.11
H 4.569 -1.421 0.876  0.08
H 3.962 0.207 0.918  0.07
H 5.684 -0.083 0.513  0.09
H 4.293 0.131 -1.415  0.05
C -2.478 2.438 -2.567  -0.06
O -1.419 3.088 -1.777  -0.15
H -2.028 1.681 -3.164  0.05
H -3.041 3.054 -3.256  0.08
H -3.218 2.062 -1.874  0.07
H -0.635 2.943 -2.277  -0.01
C -2.867 -2.821 0.645  -0.17
O -2.526 -2.196 -0.551  -0.10
H -3.414 -3.699 0.529  0.06
H -3.395 -2.167 1.335  0.07
H -2.007 -3.059 1.257  0.06
H -1.592 -2.072 -0.571  0.01
C 0.337 -4.173 -0.923  -0.12
O 1.066 -3.216 -0.099  -0.13
H 0.559 -5.180 -0.646  0.07
H 0.513 -4.137 -1.990  0.07
H -0.692 -3.969 -0.807  0.05
H 1.990 -3.348 -0.457  0.11

As for the spin multiplicity: 1. As for the total charge: 0. Its total energy is -51847.14915 eV. For the HOMO energy, the calculation gives -8.290 eV. The frontier orbital gap comes out at 7.67 eV. Its SMILES is NC(N)=O.NC(N)=O.NC(N)=O.NC(N)=O.CCO.CCO.CO.CO.CO.CO.CO.CO.

=====

(2)
Density functional theory data (ωB97M-V/def2-TZVPD) for an isolated molecule of C8H10N2S at a distorted geometry.

Last column: Löwdin charge in e.
CARTESIAN COORDINATES (ANGSTROEM)
C -1.211 -0.061 2.513  -0.04
C -0.166 0.135 1.540  -0.20
C 1.095 -0.070 1.317  0.06
C 0.439 0.909 0.398  -0.16
C -0.164 0.511 -0.877  -0.23
C -1.346 0.842 -1.403  -0.04
N -1.468 0.298 -2.659  0.08
C -0.329 -0.382 -2.963  -0.85
S 0.059 -1.151 -4.328  0.61
N 0.444 -0.273 -1.808  -0.11
C 1.785 -0.568 -1.828  -0.10
H -1.765 0.780 2.775  0.06
H -0.844 -0.294 3.471  0.07
H -1.981 -0.859 2.380  0.11
H 2.029 -0.643 1.472  0.12
H 0.291 1.966 0.603  0.13
H -2.211 1.325 -0.945  0.13
H -2.181 0.472 -3.235  0.09
H 2.066 -1.253 -1.092  0.05
H 2.138 -1.022 -2.868  0.08
H 2.460 0.443 -1.665  0.15

As for the spin multiplicity: 1. As for the total charge: 0. Its total energy is -22270.11171 eV. For the HOMO energy, the calculation gives -7.245 eV. The frontier orbital gap comes out at 7.95 eV. Its SMILES is CC1=C[C@H]1c1c[nH]c(=S)n1C.

=====

(3)
Density functional theory data (ωB97M-V/def2-TZVPD) for a structure of composition C39H29Cl3N5O3RuS at a distorted geometry.

Last column: Löwdin charge in e.
CARTESIAN COORDINATES (ANGSTROEM)
Ru -0.435 0.098 -0.080  1.20
C 0.445 -0.088 4.249  0.02
O 1.631 0.233 3.428  0.10
C 1.218 0.231 2.197  -0.30
N -0.048 0.046 1.955  0.03
C -0.744 0.048 3.271  -0.21
C -1.810 -0.993 3.494  -0.22
C -2.599 -0.862 4.635  -0.03
C -3.540 -1.830 4.947  -0.04
C -3.721 -2.921 4.108  -0.05
C -2.950 -3.045 2.962  -0.06
C -1.990 -2.088 2.660  -0.06
C 2.146 0.523 1.079  -0.13
C 3.440 1.006 1.153  0.08
C 4.051 1.411 -0.033  0.04
C 3.358 1.362 -1.241  0.08
C 2.077 0.841 -1.230  -0.12
N 1.527 0.385 -0.100  0.01
C 1.128 0.693 -2.358  -0.29
N -0.093 0.325 -2.124  0.03
C -0.750 0.089 -3.428  -0.21
C 0.329 0.580 -4.429  0.03
O 1.509 0.867 -3.586  0.10
C -2.074 0.789 -3.590  -0.21
C -3.013 0.267 -4.473  -0.01
C -4.196 0.950 -4.717  -0.04
C -4.455 2.148 -4.064  -0.05
C -3.517 2.675 -3.185  -0.06
C -2.325 2.002 -2.957  -0.06
H 0.423 0.609 5.081  0.15
H 0.573 -1.106 4.615  0.15
H -1.195 1.042 3.373  0.16
H -2.481 -0.003 5.287  0.13
H -4.130 -1.735 5.849  0.12
H -4.461 -3.671 4.349  0.12
H -3.086 -3.897 2.309  0.11
H -1.366 -2.216 1.788  0.07
H 3.942 1.084 2.107  0.15
H 5.064 1.791 -0.011  0.14
H 3.786 1.741 -2.159  0.15
H -0.898 -0.990 -3.522  0.15
H 0.056 1.508 -4.926  0.15
H 0.628 -0.165 -5.160  0.15
H -2.823 -0.674 -4.976  0.13
H -4.912 0.551 -5.422  0.12
H -5.381 2.675 -4.250  0.12
H -3.707 3.626 -2.703  0.11
H -1.563 2.448 -2.328  0.10
Cl -5.617 4.751 1.100  0.92
C -4.163 3.978 0.783  -0.60
C -4.166 2.568 0.612  -0.07
C -2.979 1.958 0.372  -0.49
Cl -2.882 0.246 0.116  0.90
C -1.735 2.675 0.297  -0.40
O -0.626 2.079 0.107  -0.12
C -1.790 4.113 0.441  -0.55
Cl -0.343 4.980 0.302  0.88
C -2.983 4.738 0.686  -0.07
H -5.095 2.017 0.667  0.14
H -3.025 5.813 0.802  0.14
S -0.263 -6.454 -0.839  1.08
C -0.184 -4.709 -0.709  -0.48
C 0.821 -4.034 -0.004  -0.02
C 0.745 -2.674 0.153  -0.10
N -0.273 -1.935 -0.337  -0.13
C -1.229 -2.576 -1.043  -0.13
C -1.217 -3.933 -1.251  -0.04
C 1.442 -6.813 -1.251  -0.52
C 1.819 -6.855 -2.583  -0.07
C 3.139 -7.179 -2.868  -0.11
N 4.048 -7.451 -1.937  0.09
C 3.660 -7.431 -0.667  -0.11
C 2.366 -7.121 -0.264  -0.08
H 1.653 -4.574 0.425  0.12
H 1.502 -2.152 0.722  0.11
H -2.028 -1.964 -1.445  0.09
H -2.005 -4.395 -1.831  0.13
H 1.110 -6.661 -3.376  0.11
H 3.478 -7.228 -3.897  0.12
H 4.413 -7.687 0.068  0.12
H 2.092 -7.152 0.781  0.11

As for the spin multiplicity: 1. As for the total charge: +3. Its total energy is -105466.48135 eV. For the HOMO energy, the calculation gives -15.424 eV. The frontier orbital gap comes out at 3.36 eV.